(1)
Entry from OMol25: a molecular structure, C33H20BaF4N10O4 (ωB97M-V/def2-TZVPD).

Atoms and positions in Å:
Ba1 1.031 0.186 0.030
O1 0.885 -1.962 0.512
C1 0.783 -2.712 1.539
C2 1.252 -4.060 1.516
C3 1.160 -4.893 2.601
C4 0.577 -4.452 3.794
C5 0.100 -3.163 3.855
C6 0.193 -2.277 2.774
C7 -0.324 -0.946 2.966
N1 -0.281 0.017 2.136
C8 -0.838 1.283 2.525
C9 0.070 2.424 2.077
N2 0.105 2.510 0.635
C10 1.133 2.968 0.049
C11 2.415 3.351 0.646
C12 2.910 4.639 0.518
C13 4.106 5.003 1.112
C14 4.828 4.039 1.817
C15 4.374 2.745 1.925
C16 3.148 2.329 1.335
O2 2.704 1.138 1.419
H1 1.680 -4.411 0.586
H2 1.541 -5.906 2.538
H3 0.488 -5.114 4.645
H4 -0.364 -2.807 4.769
H5 -0.800 -0.785 3.948
H6 -1.005 1.348 3.612
H7 -1.800 1.413 2.028
H8 1.054 2.291 2.531
H9 -0.344 3.367 2.455
H10 1.043 3.085 -1.033
H11 2.329 5.371 -0.034
H12 4.472 6.018 1.033
H13 5.766 4.319 2.285
H14 4.942 2.003 2.472
N3 3.914 -2.960 -1.020
C17 3.685 -3.052 -2.464
C18 2.718 -1.993 -2.978
C19 3.171 -0.566 -2.533
O3 4.087 -0.044 -3.162
O4 2.516 -0.094 -1.553
H15 3.800 -3.858 -0.573
H16 3.250 -2.321 -0.594
H17 3.295 -4.043 -2.741
H18 4.648 -2.927 -2.975
H19 1.717 -2.159 -2.573
H20 2.697 -2.020 -4.068
N4 -1.113 2.681 -2.771
C20 -0.251 3.382 -3.203
N5 0.398 4.200 -3.832
C21 1.297 5.131 -3.763
N6 2.068 5.989 -3.803
F1 -4.801 -0.749 -3.866
C22 -4.640 -0.697 -2.537
C23 -5.501 -1.416 -1.761
F2 -6.475 -2.109 -2.372
C24 -5.431 -1.443 -0.344
C25 -4.376 -0.658 0.193
C26 -3.528 0.070 -0.585
F3 -2.660 0.872 0.031
C27 -3.589 0.094 -2.003
C28 -2.737 0.896 -2.789
C29 -1.393 1.350 -2.359
N7 -0.581 0.604 -1.799
C30 -3.058 1.238 -4.114
N8 -3.315 1.633 -5.168
F4 -4.237 -0.571 1.521
C31 -6.360 -2.132 0.458
C32 -7.424 -2.909 -0.044
N9 -8.325 -3.556 -0.360
C33 -6.354 -2.100 1.869
N10 -6.447 -2.121 3.019

Output
- Lowest unoccupied orbital energy (alpha / beta): 0.057 / 0.078 Eh
- Electronic energy: -2542.97463 hartree
- Net charge: -2
- Orbital gap (alpha / beta): 4.535 / 5.088 eV
- HOMO (alpha / beta): -2.97 / -2.97 eV
- Max |F|: 3.37 eV/A
- Molar mass: 833.9 Da

Löwdin atomic charge list, values in e, 2 entries: Ba 2.22; O -0.40

(2)
Entry from OMol25: 2 unconnected molecules or ions with the total composition C4H9O2S (ωB97M-V/def2-TZVPD).

Atoms and positions in Å:
C1 -2.207 -0.614 -0.390
C2 -1.113 0.002 2.080
S1 -2.436 0.538 0.975
H1 -1.163 -0.914 -0.290
H2 -2.789 -1.536 -0.286
H3 -2.384 -0.244 -1.397
H4 -1.085 -1.082 2.136
H5 -1.418 0.406 3.054
H6 -0.151 0.436 1.851
C3 2.368 0.829 -1.594
C4 1.806 -0.145 -0.524
O1 2.469 -1.150 -0.206
O2 0.755 0.253 0.052
H7 2.585 0.242 -2.477
H8 3.190 1.426 -1.206
H9 1.573 1.554 -1.778

Output
- Lowest unoccupied orbital energy: 0.125 Eh
- Electronic energy: -706.52152 hartree
- Energy relative to the best compared isomer or geometry (same formula, charge and spin): 69.4 kJ/mol
- Net charge: -1
- Orbital gap: 7.451 eV
- HOMO: -4.06 eV
- Max |F|: 1.51 eV/A
- Molar mass: 121.2 Da

natural (NBO) atomic charge list, values in e, 2 entries: C -0.77; C -0.73